The following is a DFT calculation (ωB97M-V/def2-TZVPD) of a structure of composition C38H42N4O2OsPSe2 at a distorted geometry.

Results
Gap between HOMO and LUMO (alpha / beta) ... 0.221 / 0.221 Eh
Net charge ... +1
HOMO level (alpha / beta) ... -9.59 / -9.59 eV
Energy ... -7077.3751 Eh

```
90
Properties=species:S:1:pos:R:3:forces:R:3
Os 0.790560 -0.271853 0.085532 1.628 0.543 0.195
N -1.494582 0.004273 2.222180 0.093 0.035 0.198
P -0.710773 1.140457 1.196221 -0.651 -0.271 0.043
C -0.457230 2.482995 2.440888 -0.089 0.215 -0.191
C -1.095998 3.724392 2.342328 0.250 -0.074 -0.043
C -0.980479 4.667366 3.352700 0.005 0.011 -0.016
C -0.237675 4.389414 4.487558 -0.023 0.033 -0.025
C 0.374686 3.153622 4.613850 0.042 -0.022 0.056
C 0.265972 2.209854 3.607731 -0.161 -0.222 -0.012
C -2.219490 1.757407 0.304894 -0.062 0.089 0.261
C -3.459760 1.179030 0.578565 -0.034 0.015 0.006
C -4.619914 1.618015 -0.052881 0.025 0.005 0.024
C -4.566882 2.657251 -0.967977 -0.052 -0.026 0.013
C -3.348587 3.275830 -1.213828 0.000 0.027 -0.007
C -2.199885 2.841324 -0.574920 0.019 0.090 0.068
C -0.818837 -1.125892 2.618844 0.054 0.094 -0.039
C -1.202925 -1.827888 3.764207 0.034 -0.001 -0.050
C -0.487932 -2.945479 4.122122 0.024 0.026 -0.048
C 0.596588 -3.331085 3.338729 0.049 -0.034 0.010
C 0.905392 -2.594245 2.222673 0.073 0.115 -0.101
N 0.207499 -1.502023 1.846672 -0.279 -0.049 -0.053
H -2.111768 0.390047 2.927161 0.083 -0.028 -0.001
H -1.694711 3.978847 1.487306 -0.090 -0.005 -0.172
H -1.481515 5.620071 3.248646 -0.010 0.012 -0.004
H -0.148742 5.125646 5.274567 0.002 0.011 0.015
H 0.942048 2.915172 5.503129 0.009 -0.007 0.011
H 0.731781 1.245513 3.742059 -0.007 0.000 0.019
H -3.539130 0.362789 1.279980 -0.006 -0.040 -0.025
H -5.566820 1.152225 0.189068 -0.010 -0.016 0.001
H -5.466956 3.001264 -1.459631 -0.017 0.011 -0.008
H -3.286048 4.109344 -1.899861 -0.001 0.026 -0.018
H -1.278192 3.365866 -0.766671 -0.055 -0.037 -0.020
H -2.041467 -1.476903 4.348983 -0.019 -0.002 0.009
H -0.761951 -3.507022 5.004450 0.002 -0.014 0.017
H 1.198885 -4.191077 3.588606 0.006 -0.016 0.006
H 1.747975 -2.842689 1.598531 0.066 -0.039 -0.108
O 3.271873 -2.481709 0.201131 -0.127 -0.239 0.153
C 4.592545 -2.011553 -0.025203 0.067 0.013 0.035
C 4.779727 -0.584688 0.501443 0.094 -0.090 -0.051
C 6.297879 -0.462774 0.768635 -0.010 -0.010 -0.048
O 6.706725 0.825244 1.172627 -0.030 0.105 -0.019
C 4.045949 -0.309572 1.813988 0.012 0.296 0.072
Se 2.407618 0.802077 1.797067 -0.007 -0.248 -0.134
C 4.383994 0.447077 -0.542064 -0.110 0.197 -0.068
Se 2.673130 0.154407 -1.437569 -0.130 -0.213 0.179
H 3.004230 -3.048123 -0.530399 -0.020 0.080 -0.025
H 4.824284 -2.021219 -1.095324 0.006 -0.037 0.022
H 5.298461 -2.686380 0.473516 -0.002 0.039 0.011
H 6.850259 -0.788940 -0.122328 -0.006 -0.007 0.010
H 6.567649 -1.131621 1.588476 -0.014 -0.014 -0.020
H 6.686114 1.419753 0.415550 0.027 -0.018 0.037
H 4.675660 0.373741 2.389896 0.023 -0.145 0.061
H 3.895518 -1.210988 2.406821 -0.147 -0.022 -0.108
H 5.071547 0.432338 -1.394525 0.011 -0.022 0.011
H 4.382592 1.451971 -0.117869 -0.002 -0.014 -0.002
C -3.233911 -1.231006 -1.276517 0.001 -0.104 0.039
N -2.990234 -0.260151 -2.370430 -0.027 0.046 -0.038
C -4.008143 -0.424100 -3.439480 -0.025 0.074 -0.022
C -1.561865 -0.383703 -2.911521 -0.057 -0.015 0.041
C -0.748767 0.838054 -2.580436 0.112 0.163 -0.198
C -0.959503 1.869076 -3.521617 0.013 -0.073 0.066
C -0.352689 3.099675 -3.435283 0.003 0.017 0.015
C 0.487128 3.328772 -2.354612 0.019 0.081 -0.071
C 0.689557 2.333061 -1.424964 0.170 -0.182 0.249
C 0.119180 1.037261 -1.490946 -0.243 -0.213 -0.346
H -4.231298 -1.071395 -0.873449 0.045 -0.021 -0.007
H -2.475273 -1.084506 -0.511641 -0.026 -0.034 -0.018
H -3.145852 -2.230954 -1.695595 0.020 -0.019 0.015
H -3.085965 0.687921 -1.989125 0.041 -0.040 0.049
H -3.914967 -1.426575 -3.851997 0.003 0.015 -0.005
H -3.829224 0.316327 -4.215065 -0.021 0.001 0.007
H -4.998608 -0.286147 -3.010795 0.011 -0.006 -0.011
H -1.666232 -0.445256 -3.992697 0.012 -0.097 0.008
H -1.179157 -1.327023 -2.548363 0.066 0.070 0.103
H -1.610210 1.670333 -4.366889 -0.009 -0.006 -0.034
H -0.514735 3.852052 -4.194100 -0.003 0.019 -0.023
H 0.995939 4.277374 -2.239146 0.005 0.009 0.003
H 1.362520 2.541635 -0.599243 -0.010 0.011 -0.043
N -1.055253 -6.668123 -3.606022 -0.005 -0.031 -0.017
C -0.742634 -5.709666 -3.055229 -0.037 -0.054 -0.039
C -0.376107 -4.503116 -2.372183 0.052 0.060 -0.002
C -0.932327 -4.195391 -1.137103 0.045 0.043 0.013
C -0.580342 -3.014670 -0.496945 -0.042 -0.058 -0.087
C 0.319512 -2.072519 -1.034386 -0.735 0.090 0.161
C 0.875186 -2.449303 -2.274567 0.153 0.167 0.115
C 0.545535 -3.620349 -2.933008 -0.010 -0.061 0.039
H -1.636967 -4.879299 -0.680549 -0.004 0.001 0.005
H -1.063096 -2.830816 0.453956 -0.035 0.012 -0.043
H 1.600622 -1.801925 -2.749587 -0.028 0.026 -0.035
H 0.999321 -3.856458 -3.886756 0.010 0.004 -0.010
```
Forces are in eV/Å.

Computed Mulliken charges, given in elementary charges:
1. Os 1.64
2. N 0.47
3. P -0.24
4. C 1.29
5. C -0.55
6. C -0.90
7. C -0.59
8. C -1.07
9. C -0.42
10. C 0.96
11. C -1.19
12. C -0.78
13. C -1.00
14. C -1.35
15. C -0.10
16. C 0.33
17. C -1.19
18. C -0.79
19. C -1.03
20. C -0.27
21. N 0.56
22. H 0.57
23. H 0.46
24. H 0.46
25. H 0.41
26. H 0.45
27. H 0.31
28. H 0.48
29. H 0.52
30. H 0.47
31. H 0.45
32. H 0.82
33. H 0.55
34. H 0.43
35. H 0.54
36. H 0.34
37. O -0.30
38. C -1.63
39. C 2.91
40. C -1.38
41. O -0.53
42. C -1.57
43. Se 0.03
44. C -2.20
45. Se -0.21
46. H 0.18
47. H 0.45
48. H 0.41
49. H 0.46
50. H 0.46
51. H 0.35
52. H 0.67
53. H 0.32
54. H 0.70
55. H 0.55
56. C -1.20
57. N 0.79
58. C -0.93
59. C 0.01
60. C 1.42
61. C -0.91
62. C -0.96
63. C -0.78
64. C 0.92
65. C -0.95
66. H 0.44
67. H 0.16
68. H 0.59
69. H -0.27
70. H 0.41
71. H 0.34
72. H 0.33
73. H 0.61
74. H -0.91
75. H 0.38
76. H 0.44
77. H 0.50
78. H 0.28
79. N -0.52
80. C -0.32
81. C 0.43
82. C -1.00
83. C 0.76
84. C -1.16
85. C 0.58
86. C -0.90
87. H 0.55
88. H 0.28
89. H 0.33
90. H 0.55